C152H110O26 | the ωB97M-V functional and the def2-TZVPD basis

The geometry in XYZ format:
```
288
Properties=species:S:1:pos:R:3:forces:R:3
C -1.782204 -0.463104 -4.907704 0.37 1.47 1.34
O -2.908864 -0.191384 -4.014984 0.27 -0.41 -1.76
C -4.134574 -0.625394 -4.595864 0.42 -0.45 0.01
C -4.578614 -0.025694 -6.006224 -0.30 -1.90 2.51
O -5.491164 -1.037714 -6.540824 2.47 -0.43 -0.45
C -4.683364 -2.150844 -7.106574 -1.37 0.48 -0.61
H -1.923904 -0.883324 -5.903404 -0.79 -0.27 0.22
H -1.031484 -1.041114 -4.368794 -0.15 -0.16 -0.03
H -1.372354 0.537316 -5.046604 0.46 -0.05 -0.30
H -4.866374 -0.514934 -3.795634 -0.36 0.49 -0.33
H -4.037554 -1.706004 -4.700594 -0.17 -0.21 -0.37
H -3.690714 0.105736 -6.624654 -0.26 0.28 -0.25
H -5.110914 0.890926 -5.752134 -0.16 -0.02 -0.81
H -4.136934 -2.855714 -6.479954 -0.19 0.53 0.96
H -3.950084 -1.810504 -7.837724 -0.08 0.49 -0.07
H -5.396504 -2.779604 -7.639674 -0.13 0.19 -0.04
C -0.405984 -4.864734 4.609406 -0.38 -0.06 0.52
O -0.729194 -5.284644 5.939696 1.32 -0.28 -0.05
C 0.303426 -5.048744 6.974626 -2.58 -0.91 -1.00
C -0.101604 -3.816924 7.744166 1.26 0.10 0.36
O -1.369474 -3.985704 8.346366 -0.12 0.83 -0.44
C -1.808084 -2.867984 9.139936 -0.32 -1.21 0.18
H -0.174814 -3.799694 4.590756 -0.03 0.19 -0.17
H -1.272554 -5.084934 3.985966 -0.24 0.31 0.22
H 0.397836 -5.401584 4.105666 0.50 -0.26 0.48
H 1.311856 -5.162894 6.576956 -0.07 0.78 -0.03
H 0.185496 -5.871054 7.680316 -0.15 -0.24 -0.07
H 0.015006 -2.905124 7.158396 -0.46 0.22 -0.28
H 0.678626 -3.762574 8.503356 0.14 0.39 0.60
H -2.143114 -1.960654 8.637326 0.77 0.11 -0.71
H -1.067534 -2.679674 9.917256 -0.03 0.34 0.04
H -2.745164 -3.193884 9.591336 0.19 -0.31 0.32
C 5.653986 -6.899544 -2.742724 -0.96 -1.45 -1.58
O 5.994496 -7.859554 -3.797844 0.29 0.16 0.65
C 7.059466 -8.760794 -3.431364 0.11 1.94 -0.20
C 7.256476 -9.911794 -4.339134 -1.11 0.34 -0.63
O 6.084636 -10.697804 -4.375244 1.56 -1.13 0.18
C 6.375996 -11.790714 -5.227204 -1.90 -0.73 -0.53
H 5.533396 -7.459904 -1.815604 0.16 0.26 0.30
H 4.667596 -6.608084 -3.103524 -0.17 0.28 0.41
H 6.242256 -5.987694 -2.639884 0.68 -0.36 -0.09
H 6.911946 -9.037424 -2.387424 0.38 -0.19 0.09
H 7.960206 -8.184524 -3.642774 0.59 0.13 1.01
H 8.169386 -10.451324 -4.086934 -0.08 -0.37 0.70
H 7.488626 -9.577734 -5.350384 -0.22 0.43 -0.36
H 5.700716 -12.613994 -4.994164 -0.21 0.05 0.25
H 7.361726 -12.255624 -5.210294 0.39 0.65 0.30
H 6.089956 -11.497494 -6.237304 0.47 -0.02 -0.36
C 0.407676 2.713786 -7.566434 1.63 -1.84 2.20
C 0.483406 1.827496 -8.631374 -0.46 0.91 -1.41
C 1.318506 0.717066 -8.719204 0.25 1.13 1.97
C 2.048936 0.413286 -7.528324 -0.14 -0.77 -2.72
C 2.050546 1.260746 -6.452204 -0.29 1.14 1.65
C 1.230816 2.408906 -6.456214 -1.28 0.03 -0.70
C 2.848606 0.940886 -5.213334 -0.18 3.51 4.27
O 2.933346 1.780926 -4.207104 -0.43 -3.48 -4.59
C 3.492796 -0.372254 -5.129084 1.23 -1.52 1.09
C 4.077386 -0.868164 -3.869374 -2.02 0.49 -2.45
C 4.606296 -2.162744 -3.789434 0.19 2.37 0.43
C 4.786076 -2.885524 -4.938634 -1.21 0.05 -1.55
C 4.229616 -2.419084 -6.166584 0.00 -0.13 0.85
C 3.535176 -1.186394 -6.284524 1.24 -1.22 1.54
C 2.859986 -0.843854 -7.564684 0.42 0.40 0.47
O 2.977866 -1.536824 -8.550984 -0.21 0.14 0.05
H -0.315244 3.504306 -7.429084 0.01 0.08 -0.56
H -0.130714 2.166496 -9.452554 -0.02 -0.58 -0.59
H 1.488606 0.178646 -9.639844 -0.29 -0.29 0.19
H 1.006186 2.990526 -5.574364 0.83 -0.03 0.32
H 3.808356 -0.243314 -3.030574 0.48 -0.06 0.28
H 4.967416 -2.487364 -2.824754 -0.01 -0.31 0.06
H 5.199456 -3.876754 -4.824694 0.19 -0.09 -0.50
H 4.257276 -3.069084 -7.028624 0.10 0.04 -0.13
C 12.272746 -1.694914 -0.188134 0.45 -1.01 0.29
C 12.155546 -2.982154 -0.707084 -1.96 -0.41 0.06
C 10.888846 -3.616074 -0.664224 0.36 1.11 -0.06
C 9.756356 -2.977264 -0.071724 -0.54 -2.27 -1.51
C 9.925306 -1.725534 0.467586 0.11 1.62 0.62
C 11.206996 -1.143274 0.482156 -0.52 0.79 -0.53
C 8.757076 -0.864174 0.925286 -1.31 0.52 1.75
O 8.828856 0.316186 1.295816 0.47 -2.32 -1.07
C 7.365856 -1.563064 1.030676 2.38 -1.60 -1.06
C 6.301756 -0.902744 1.611716 -0.87 -0.64 -0.26
C 5.052046 -1.459774 1.384566 -0.84 0.33 1.38
C 4.884506 -2.697734 0.860286 -1.06 -1.44 -0.94
C 5.925606 -3.457454 0.435226 2.43 -0.62 0.28
C 7.218686 -2.932814 0.491706 -0.36 2.40 -0.06
C 8.333266 -3.659544 -0.196154 0.90 -1.08 -0.89
O 8.138296 -4.711374 -0.850594 0.74 2.82 1.85
H 13.220986 -1.190144 -0.299684 -0.01 0.24 0.25
H 12.960496 -3.503604 -1.203624 0.13 0.18 -0.05
H 10.799766 -4.500914 -1.277024 -0.42 -0.37 0.46
H 11.317726 -0.145834 0.881206 -0.19 0.08 0.14
H 6.300136 -0.056204 2.282356 0.79 0.39 -0.48
H 4.139496 -1.055464 1.797116 0.05 0.73 0.08
H 3.928766 -3.186594 0.741996 -0.46 0.46 0.32
H 5.865926 -4.506844 0.186956 -0.42 -0.03 -0.43
C 7.357336 -5.098924 3.467856 2.16 -1.79 0.25
C 8.485746 -5.908064 3.158116 -1.09 -0.84 -1.46
C 8.310656 -7.095154 2.391036 -0.38 0.81 1.19
C 7.025806 -7.519214 2.038556 0.52 0.21 -0.70
C 5.907376 -6.778954 2.466186 0.17 -0.46 -0.07
C 6.097286 -5.584584 3.198746 -0.47 0.24 -0.82
C 4.550956 -7.296024 2.083166 -2.12 1.48 -0.79
O 3.501426 -6.745934 2.446366 1.66 -0.15 0.24
C 4.378736 -8.446254 1.117446 2.11 0.53 1.86
C 3.084306 -8.877034 0.895566 0.24 0.73 -0.62
C 2.895116 -10.089264 0.298586 0.91 -1.56 -0.52
C 4.009116 -10.814104 -0.137384 0.54 1.02 0.35
C 5.337566 -10.327924 0.110356 -1.23 -2.92 -1.31
C 5.563516 -9.188704 0.778976 -2.30 1.91 0.40
C 6.923776 -8.658684 1.010816 0.57 -0.04 0.51
O 7.885016 -9.114274 0.401246 -0.94 0.75 0.97
H 7.626006 -4.225764 4.043866 -0.76 0.41 -0.13
H 9.488566 -5.564754 3.365216 0.03 -0.02 0.24
H 9.112616 -7.773504 2.139806 0.33 0.34 -0.20
H 5.281126 -4.904974 3.394736 -0.44 -0.40 0.19
H 2.231726 -8.223214 1.005226 0.13 0.06 0.83
H 1.920466 -10.550764 0.239716 -0.18 0.25 -0.41
H 3.795466 -11.690404 -0.731404 0.49 -0.31 0.20
H 6.186076 -10.943994 -0.148294 0.04 -0.05 -0.37
C 4.844556 1.934066 0.490976 -1.75 1.00 -0.14
C 3.948576 2.080726 -0.569824 -0.82 0.03 2.47
C 2.791096 2.889656 -0.349344 0.06 -0.63 -2.03
C 2.514336 3.635036 0.769776 1.52 0.48 1.41
C 3.460896 3.478186 1.833256 0.36 -0.56 1.49
C 4.555856 2.621796 1.712436 0.65 -0.84 -1.48
C 3.289526 4.164226 3.212126 -0.03 0.27 -1.35
O 3.898806 3.942576 4.242106 -0.16 -0.69 -1.04
C 2.374706 5.340056 3.152186 0.03 0.64 -0.42
C 2.592636 6.280286 4.171746 -1.51 1.21 -1.48
C 1.831756 7.471556 4.106426 0.53 -1.45 -0.56
C 0.883286 7.665446 3.061406 0.83 1.17 1.04
C 0.742506 6.808856 1.999016 0.79 -1.76 1.09
C 1.530486 5.629426 2.040886 -0.38 0.16 0.41
C 1.456876 4.741016 0.840776 1.26 -1.30 0.14
O 0.706336 4.939206 -0.082744 -0.40 0.16 -0.09
H 5.612596 1.205966 0.275656 0.50 0.28 0.81
H 4.080646 1.326206 -1.331174 -0.43 0.69 -0.82
H 2.082406 2.943936 -1.162494 -0.13 0.10 -0.18
H 5.252646 2.416596 2.511676 -0.25 0.43 0.48
H 3.426366 6.153856 4.846506 -0.32 -0.16 0.28
H 2.098126 8.183346 4.873766 -0.59 0.52 -0.16
H 0.334676 8.594386 3.011366 -0.17 0.04 0.30
H -0.022924 6.936096 1.247806 0.27 0.19 -0.21
C -2.922914 5.888876 -1.024544 -0.35 -0.82 -0.01
C -2.467794 6.435346 -2.213844 -2.62 -0.05 -1.04
C -3.460474 6.569706 -3.238614 0.74 0.89 0.83
C -4.827174 6.331946 -3.056154 0.31 -1.26 0.80
C -5.238464 5.640696 -1.860304 0.59 1.21 -0.66
C -4.258484 5.436066 -0.889694 0.05 0.17 -0.18
C -6.695524 5.293256 -1.652164 0.40 -0.95 0.53
O -7.057864 4.489396 -0.791814 0.37 1.28 -1.09
C -7.652884 5.950096 -2.608094 -0.35 -0.05 -1.32
C -9.022404 5.706596 -2.513084 -0.58 0.43 1.59
C -9.981204 6.327726 -3.282324 -0.16 -0.12 -0.66
C -9.600454 7.086906 -4.388994 0.34 -0.32 0.03
C -8.269604 7.247176 -4.625414 2.48 -0.95 0.79
C -7.248844 6.683746 -3.740794 -1.65 0.23 -0.58
C -5.821814 6.741446 -4.097934 1.11 1.18 -0.95
O -5.435524 7.202246 -5.171174 -0.53 -0.52 0.91
H -2.272934 5.669376 -0.190424 0.26 0.28 0.09
H -1.515824 6.875966 -2.470774 0.33 -0.45 0.57
H -3.071274 7.067266 -4.114604 -0.57 -0.08 -0.44
H -4.543574 4.942036 0.027396 -0.06 -0.06 0.14
H -9.379704 5.133576 -1.670234 0.13 -0.28 0.06
H -11.031284 6.164836 -3.089424 -0.03 -0.15 0.12
H -10.237034 7.455086 -5.179944 -0.61 0.09 0.44
H -7.977124 7.711786 -5.555454 0.43 0.14 0.13
C -3.565354 -2.246864 4.973156 -1.69 0.59 -1.46
C -4.619124 -3.147194 5.263346 0.27 1.94 0.35
C -5.932584 -2.830024 4.817646 1.78 -1.11 0.29
C -6.156714 -1.792884 3.939476 -0.61 -0.61 -0.07
C -5.101194 -0.940054 3.554716 -0.19 0.38 -0.34
C -3.851914 -1.151614 4.104506 0.57 -0.84 0.77
C -5.331254 0.256996 2.643516 0.06 0.85 1.16
O -4.434324 1.072436 2.382956 -1.85 -1.55 0.08
C -6.812814 0.461066 2.308046 0.11 0.95 -1.19
C -7.273014 1.598406 1.603246 0.95 0.32 -0.49
C -8.543454 1.667466 1.083716 0.80 0.99 0.35
C -9.459714 0.742526 1.470516 -2.35 1.80 -1.44
C -9.164014 -0.269234 2.265936 0.92 -1.38 1.11
C -7.808774 -0.465984 2.581576 -0.88 -2.05 1.55
C -7.554664 -1.706754 3.406326 -1.90 -1.54 0.21
O -8.455784 -2.586654 3.627066 3.33 3.20 -0.72
H -2.536344 -2.318814 5.293096 -0.10 -0.47 0.36
H -4.428004 -3.915774 5.997616 -0.16 -0.37 -0.21
H -6.748924 -3.485294 5.083346 -0.12 0.09 0.00
H -3.055234 -0.454964 3.889136 0.01 0.06 -0.20
H -6.663744 2.462466 1.382816 0.66 -0.22 0.04
H -8.885304 2.522576 0.519516 0.34 0.13 -0.15
H -10.480204 0.974266 1.203516 -0.29 -0.36 -0.10
H -9.993234 -0.833084 2.667026 0.53 -0.66 0.10
C 3.236066 -4.037614 5.304906 0.36 -0.40 -1.47
C 2.865216 -3.775944 3.982476 -1.01 1.62 0.38
C 2.352436 -2.507964 3.726716 -0.24 0.52 0.61
C 2.321106 -1.480354 4.711006 -0.53 0.34 -1.98
C 2.757966 -1.769894 5.990036 -0.59 1.54 0.05
C 3.181696 -3.044254 6.259616 1.03 -1.30 0.67
C 2.670906 -0.700234 7.073456 -0.74 -0.91 -0.47
O 3.200526 -0.899634 8.131556 0.22 0.40 0.68
C 1.779926 0.479866 6.780086 0.08 2.29 -0.84
C 1.406896 1.500606 7.706946 -0.13 0.99 0.07
C 0.729476 2.701016 7.364796 0.21 -0.99 -1.90
C 0.366726 2.950046 6.008166 0.67 -1.25 1.74
C 0.719156 1.979396 5.091976 0.75 -0.25 0.05
C 1.501396 0.819106 5.427616 -1.77 1.04 -0.05
C 1.872466 -0.051704 4.307896 1.46 -1.05 -3.94
O 1.953116 0.291206 3.064736 -0.71 -1.05 4.94
H 3.607516 -5.027934 5.523296 0.06 -0.06 0.37
H 2.793706 -4.415194 3.114926 0.43 -0.84 0.49
H 1.850466 -2.395824 2.777056 0.26 0.65 -0.20
H 3.588366 -3.344644 7.213966 -0.26 0.47 0.41
H 1.709756 1.538796 8.742906 0.18 -0.94 0.13
H 0.491896 3.479576 8.074586 0.19 -0.28 0.42
H -0.150334 3.859226 5.739026 -0.06 -0.04 -0.16
H 0.423796 2.167486 4.070316 0.30 -0.39 -0.31
C -6.929734 4.495816 -7.683384 1.84 -0.30 1.64
C -5.546774 4.835546 -7.618754 -1.26 -0.32 0.21
C -4.735844 4.406036 -6.571244 -0.89 0.06 -0.19
C -5.311914 3.736206 -5.479974 0.44 -0.67 -0.37
C -6.681634 3.383666 -5.500584 -1.09 0.56 -0.80
C -7.491784 3.752056 -6.614174 1.09 1.51 -0.95
C -7.369864 2.623146 -4.406924 -2.54 -1.81 0.82
O -8.620294 2.371616 -4.424744 4.24 1.11 0.01
C -6.471874 2.043436 -3.305394 -0.17 0.78 0.84
C -7.010874 1.213306 -2.258594 2.13 -0.11 -1.58
C -6.094584 0.675596 -1.341334 -1.10 0.75 -0.03
C -4.798614 1.152036 -1.221624 -0.01 0.12 -0.23
C -4.303104 2.053386 -2.157794 -0.09 -0.07 0.20
C -5.088584 2.467996 -3.217144 -1.39 -0.19 -1.30
C -4.398674 3.234236 -4.383834 -1.20 -0.96 1.29
O -3.192574 3.300036 -4.389794 -0.17 0.50 -0.47
H -7.469724 4.868056 -8.541424 -0.43 -0.18 0.16
H -5.172914 5.509676 -8.375184 0.32 -0.21 -0.16
H -3.675514 4.602926 -6.628984 0.05 0.06 0.42
H -8.565984 3.671866 -6.692044 -0.02 -0.78 0.66
H -7.996534 0.771876 -2.262604 -0.25 0.52 -0.30
H -6.515554 -0.040164 -0.650784 0.30 -0.13 0.23
H -4.187674 0.823796 -0.393724 0.20 -0.06 0.00
H -3.297494 2.441426 -2.090264 0.12 -0.14 -0.02
C -3.967184 12.115406 2.182906 -0.88 -1.85 0.55
C -5.355784 12.139316 2.268106 0.97 -0.25 -0.25
C -6.083484 11.003666 2.649666 0.83 0.68 -0.54
C -5.442764 9.749366 2.798556 0.37 1.34 -0.36
C -4.027444 9.653156 2.550286 -1.84 1.00 0.58
C -3.347834 10.855586 2.371406 0.68 1.08 -0.67
C -3.323034 8.333026 2.627766 -3.39 0.19 1.36
O -2.164344 8.240346 2.518066 4.28 0.14 -0.91
C -4.105794 7.118626 3.011976 -0.90 0.21 -0.04
C -3.436674 5.890296 3.078536 -0.70 -0.74 -0.84
C -4.137104 4.692046 3.242156 -0.53 1.03 0.49
C -5.522514 4.744646 3.544606 -0.23 1.30 -0.85
C -6.201484 5.974136 3.558356 1.99 1.72 -0.18
C -5.476724 7.222466 3.257316 -0.64 -1.81 0.52
C -6.210944 8.573216 3.238016 0.35 -2.35 -0.10
O -7.371704 8.558006 3.566696 -0.31 0.85 0.00
H -3.436214 13.036216 1.991636 0.33 -0.21 -0.06
H -5.817994 13.069666 1.972816 -0.53 -0.01 0.38
H -7.120984 11.289046 2.742076 -0.39 -1.25 0.33
H -2.270764 10.894046 2.301826 0.19 -0.58 -0.02
H -2.400604 5.851386 2.776146 0.20 0.12 0.24
H -3.592354 3.764966 3.141326 -0.21 -0.21 0.11
H -6.179514 3.889806 3.607886 0.44 -0.45 0.28
H -7.242604 6.042336 3.837296 -0.08 -0.04 -0.22
C -1.396584 1.987636 0.896866 0.19 -0.60 -1.51
C -1.027674 2.403446 -0.407384 0.23 -1.39 1.33
C -0.367584 1.455136 -1.189854 -1.07 1.40 -0.57
C -0.249714 0.134286 -0.829214 0.97 -1.27 -0.65
C -0.617654 -0.332724 0.440136 -0.49 1.56 -1.62
C -1.192244 0.639506 1.246946 -0.42 0.19 1.12
C -0.469344 -1.755944 0.815566 2.22 1.01 -0.49
O -1.034514 -2.165764 1.777966 -0.82 -1.34 1.26
C 0.627066 -2.537184 0.063386 -1.24 -0.31 0.32
C 1.067566 -3.773754 0.543446 -0.68 -0.57 0.22
C 1.835696 -4.617404 -0.234524 0.81 -0.24 1.09
C 2.378516 -4.144944 -1.373674 0.35 2.49 -3.12
C 1.970566 -2.913414 -1.944654 -2.48 -0.30 1.64
C 0.991196 -2.131014 -1.211684 1.01 0.27 -1.74
C 0.452196 -0.790864 -1.785384 3.21 0.75 -1.78
O 0.933956 -0.373464 -2.878444 -1.96 -1.45 2.86
H -1.915864 2.647526 1.576046 0.00 0.00 0.11
H -1.215044 3.370556 -0.850074 0.04 0.19 0.41
H -0.079884 1.842156 -2.156214 0.31 -0.64 -0.30
H -1.537694 0.311956 2.216366 -0.02 0.04 0.21
H 0.742646 -4.179404 1.490166 -0.37 0.34 0.22
H 2.160866 -5.611604 0.034246 -0.30 -0.08 0.70
H 3.123506 -4.623354 -1.992144 -0.07 -0.83 0.22
H 2.113496 -2.775364 -3.006214 0.47 0.66 0.15
```
Positions in Å, forces in eV/Å.

Output
* gap between HOMO and LUMO: 0.28241 hartree
* HOMO energy: -8.99 eV
* 2S+1: 1

Atom charges from the Mulliken analysis, given in e for atoms 1 to 4: C -0.65; O -0.05; C -0.68; C 0.30